C42H52FeN2O6Si2Te | wB97M-V/def2-TZVPD

Each line ends with the Löwdin spin population.
Element x y z (Å)
Fe 0.604 -0.130 0.460  3.7276
C 1.417 -6.366 3.272  0.0000
O 2.702 -5.808 3.443  -0.0002
C 2.865 -4.527 2.996  0.0006
C 4.145 -3.979 3.194  0.0031
C 4.357 -2.696 2.760  -0.0005
C 3.369 -1.920 2.131  0.0030
C 3.707 -0.611 1.597  0.0022
C 5.050 0.011 1.919  0.0013
O 2.952 0.006 0.861  0.0241
C 2.060 -2.467 1.945  0.0055
O 1.063 -1.861 1.417  0.0460
C 1.864 -3.810 2.399  0.0040
H 1.461 -7.367 3.695  0.0000
H 1.145 -6.428 2.214  0.0000
H 0.653 -5.780 3.792  0.0000
H 4.918 -4.571 3.665  0.0003
H 5.345 -2.270 2.885  -0.0001
H 5.237 0.001 2.994  0.0003
H 5.044 1.036 1.558  0.0001
H 5.854 -0.539 1.424  -0.0001
H 0.882 -4.224 2.243  0.0002
C -4.296 -1.942 3.300  0.0014
Si -2.473 -1.788 2.779  0.0060
C -1.647 -0.835 4.171  0.0006
C -1.796 -3.555 2.889  0.0000
C -2.162 -0.977 1.176  0.0312
C -1.723 -1.712 0.035  0.0048
C -2.098 -3.062 -0.254  0.0010
C -1.727 -3.661 -1.425  0.0008
C -0.969 -2.949 -2.367  0.0004
C -0.577 -1.678 -2.022  0.0046
N -0.889 -1.085 -0.859  0.0266
Si -3.122 0.547 0.816  0.0029
C -2.559 1.593 -0.632  0.0007
C -3.353 1.698 2.281  -0.0002
C -4.911 0.064 0.348  0.0011
H -4.371 -2.577 4.191  0.0002
H -4.901 -2.389 2.505  0.0000
H -4.735 -0.969 3.546  0.0000
H -1.797 -1.335 5.135  0.0001
H -2.015 0.191 4.253  0.0000
H -0.573 -0.777 3.969  -0.0001
H -2.602 -4.294 2.946  0.0000
H -1.177 -3.652 3.787  0.0000
H -1.170 -3.784 2.030  0.0000
H -2.735 -3.585 0.447  0.0003
H -2.044 -4.678 -1.634  0.0000
H -0.677 -3.376 -3.316  0.0002
H 0.034 -1.079 -2.688  0.0003
H -1.584 2.057 -0.479  0.0008
H -3.299 2.391 -0.776  0.0000
H -2.501 1.010 -1.553  0.0000
H -2.405 2.135 2.598  0.0000
H -3.809 1.207 3.147  0.0000
H -4.020 2.510 1.967  0.0000
H -4.907 -0.740 -0.395  0.0001
H -5.440 0.922 -0.083  0.0002
H -5.485 -0.286 1.214  0.0000
O 0.330 3.196 -2.183  0.0001
H 0.655 2.288 -2.308  -0.0001
H 0.900 3.532 -1.482  0.0004
C 4.937 5.545 -3.783  0.0000
C 4.636 4.374 -2.881  0.0000
C 3.902 4.586 -1.719  0.0000
C 3.576 3.522 -0.890  0.0004
C 4.002 2.244 -1.194  0.0000
C 4.748 2.020 -2.350  0.0000
N 5.244 0.751 -2.662  0.0000
C 4.812 -0.497 -2.194  0.0000
C 5.792 -1.467 -1.953  0.0000
C 5.454 -2.738 -1.518  0.0000
C 4.123 -3.053 -1.278  0.0000
C 3.154 -2.087 -1.495  -0.0002
C 3.469 -0.819 -1.971  0.0003
C 2.338 0.129 -2.330  0.0041
O 2.369 0.624 -3.460  0.0017
O 1.444 0.359 -1.451  0.0379
C 5.052 3.081 -3.213  0.0000
C 5.779 2.783 -4.497  0.0000
H 4.630 6.476 -3.304  0.0000
H 4.401 5.470 -4.734  0.0000
H 6.002 5.624 -4.017  0.0000
H 3.565 5.588 -1.478  0.0000
H 2.984 3.677 0.006  0.0007
H 3.727 1.420 -0.547  0.0000
H 6.114 0.731 -3.159  0.0000
H 6.835 -1.200 -2.095  0.0000
H 6.234 -3.468 -1.333  0.0000
H 3.843 -4.026 -0.892  0.0000
H 2.115 -2.315 -1.291  -0.0001
H 5.320 1.923 -4.991  0.0000
H 6.838 2.541 -4.335  0.0000
H 5.748 3.625 -5.187  0.0000
Te 0.967 2.202 1.660  0.0362
C -0.122 2.958 3.311  0.0079
C -0.088 2.326 4.555  0.0027
C -0.722 2.882 5.660  0.0000
C -1.394 4.093 5.550  0.0019
C -1.426 4.738 4.321  0.0001
C -0.800 4.175 3.216  0.0032
H 0.437 1.385 4.655  0.0004
H -0.692 2.361 6.611  -0.0001
H -1.890 4.526 6.412  0.0002
H -1.953 5.681 4.215  0.0000
H -0.845 4.679 2.257  0.0007

As for the charge: -2. Its multiplicity is 5. The value obtained for the frontier orbital gap (alpha / beta) is 0.206 / 0.212 Ha. As for the LUMO energy (alpha / beta): 4.209 / 4.209 eV.

C2H6N4 | wB97M-V/def2-TZVPD

Each line ends with the Löwdin charge.
Element x y z (Å)
H -0.149 1.642 -0.862  0.0575
N 0.726 1.291 -0.413  0.1024
C 0.790 0.037 -0.239  -0.5552
N 1.990 -0.531 0.201  0.1031
N -0.232 -0.966 -0.319  -0.0224
N -1.587 -0.671 -0.362  -0.0473
C -1.946 0.299 0.366  -0.0881
H 2.732 0.175 0.206  0.0972
H 1.977 -1.079 1.014  0.0633
H -0.046 -1.710 -1.011  0.1356
H -1.228 0.862 0.972  0.0670
H -3.026 0.649 0.448  0.0872

The SMILES is [H]/N=C(/N)NN=C. The value obtained for the frontier orbital gap is 0.375 Ha. As for the LUMO energy: 1.067 eV.

C2H2N4O2S | wB97M-V/def2-TZVPD

Each line ends with the Löwdin charge.
Element x y z (Å)
C 0.543 -1.129 -0.445  -0.3974
C -2.644 -0.667 0.742  0.0772
N -0.592 -1.015 -0.173  0.0087
N -1.793 -1.354 -0.001  0.0133
N 1.128 1.826 -1.418  0.2256
N 1.794 2.355 -0.688  -0.3235
O 2.705 -0.455 0.387  -0.6608
O 2.521 2.864 0.035  0.1246
S 2.112 -1.395 -0.636  0.8540
H -2.171 -0.047 1.376  0.0391
H -3.604 -0.983 0.821  0.0393

The value obtained for the frontier orbital gap (alpha / beta) is 0.271 / 0.271 Ha. As for the LUMO energy (alpha / beta): -0.748 / -0.747 eV.

C7H14N | wB97M-V/def2-TZVPD

Each line ends with the Löwdin charge.
Element x y z (Å)
C 0.152 2.050 -0.491  -0.0351
C 0.417 0.600 -0.072  -0.2799
C -0.715 -0.258 0.375  -0.0647
C -0.098 -0.454 -1.010  -0.1902
C 0.584 -1.784 -1.106  -0.1059
C 1.761 -2.004 -0.245  0.2305
C 2.082 -1.754 -1.590  0.0030
N -2.413 1.492 2.525  0.0277
H 0.612 2.294 -1.445  0.0824
H -0.917 2.214 -0.525  0.0848
H 0.597 2.724 0.236  0.0837
H 1.374 0.549 0.435  0.1394
H -1.743 0.061 0.470  0.1039
H -0.452 -0.974 1.141  0.1138
H -0.742 -0.147 -1.824  0.1604
H -0.046 -2.619 -1.387  0.1682
H 2.007 -2.892 0.344  0.1529
H 2.383 -2.331 -2.462  0.1425
H 2.532 -0.759 -1.758  0.1663
H -1.766 0.725 2.481  -0.0209
H -2.237 2.090 3.324  0.0202
H -3.370 1.176 2.584  0.0170

As for the charge: +1. The value obtained for the frontier orbital gap is 0.174 Ha. As for the LUMO energy: -7.873 eV.

C13H32BeO3SSi | wB97M-V/def2-TZVPD

Each line ends with the Löwdin charge.
Element x y z (Å)
Be -1.571 -0.070 -0.647  0.1747
C 0.449 0.916 -0.845  -0.1782
H 0.117 1.961 -0.904  -0.0522
H 1.033 0.705 0.061  -0.0407
H 0.931 0.562 -1.761  -0.0609
H 3.025 1.895 -0.867  -0.0043
H 3.721 2.263 -0.848  0.0263
C 0.578 -2.509 -0.631  -0.0277
C -0.891 -2.885 -0.743  -0.4742
C -1.321 -3.118 -2.180  -0.0226
C -1.325 -3.968 0.219  -0.0283
O -1.738 -1.566 -0.320  -0.3055
Si -2.488 -1.270 1.245  -0.0961
S -2.913 0.646 0.768  0.5388
O -3.697 -2.340 1.523  -0.1611
C -5.020 -2.418 0.898  -0.6285
C -5.876 -1.241 1.350  -0.0454
C -4.901 -2.415 -0.619  -0.0356
C -5.628 -3.728 1.392  -0.0293
O -1.295 -1.663 2.316  -0.1544
C -1.446 -1.684 3.772  -0.6288
C -2.206 -0.445 4.232  -0.0463
C -2.175 -2.959 4.184  -0.0294
C -0.030 -1.676 4.339  -0.0323
H 1.198 -3.365 -0.942  0.1018
H 0.844 -2.253 0.403  0.0972
H 0.825 -1.662 -1.283  0.0618
H -0.850 -4.027 -2.579  0.1005
H -2.408 -3.250 -2.255  0.0789
H -1.008 -2.279 -2.817  0.0950
H -1.007 -3.745 1.248  0.0836
H -2.414 -4.126 0.202  0.0829
H -0.855 -4.925 -0.066  0.1068
H -5.414 -0.285 1.071  0.0350
H -6.864 -1.312 0.874  0.0950
H -6.015 -1.271 2.435  0.0909
H -4.281 -3.248 -0.974  0.0751
H -5.910 -2.549 -1.035  0.0962
H -4.508 -1.463 -1.000  0.0802
H -4.960 -4.579 1.200  0.0887
H -5.837 -3.671 2.467  0.0881
H -6.577 -3.914 0.874  0.0903
H -3.267 -0.500 3.956  0.0823
H -2.144 -0.368 5.327  0.0949
H -1.773 0.460 3.787  0.0877
H -1.600 -3.845 3.878  0.0905
H -2.281 -2.985 5.279  0.0944
H -3.176 -3.008 3.737  0.0744
H 0.513 -2.585 4.051  0.0874
H 0.528 -0.801 3.984  0.0935
H -0.062 -1.638 5.436  0.0893

The value obtained for the frontier orbital gap is 0.297 Ha. As for the LUMO energy: 0.417 eV.